# 1
A structure of composition C15H31AsNNaO4P2S, computed with ωB97M-V/def2-TZVPD.

* HOMO level: -7.32 eV
* molecular weight: 481.34 g/mol
* relative energy (zero: lowest compared OMol25 entry of this formula, charge and spin): 26.8 kcal/mol

CARTESIAN COORDINATES (ANGSTROEM)
Na 0.1370 -1.1052 -0.9562
C -3.1846 0.5873 0.6213
P -1.5784 0.8541 -0.2387
C -1.1913 2.5351 0.3245
C -2.2458 1.2268 -1.9280
C -1.1680 1.6743 -2.9230
P -0.0852 0.2594 -3.4526
C 1.5558 0.7809 -2.7946
C 0.2160 0.7155 -5.2105
H -3.0172 0.5915 1.6992
H -3.6301 -0.3649 0.3291
H -3.8714 1.3978 0.3754
H -0.9858 2.5709 1.3930
H -2.0199 3.2113 0.1050
H -0.2832 2.9046 -0.1524
H -3.0075 2.0030 -1.8144
H -2.7311 0.3201 -2.3011
H -0.5525 2.4701 -2.4997
H -1.6515 2.0693 -3.8181
H 1.7859 1.8043 -3.0935
H 2.3118 0.1108 -3.2091
H 1.5719 0.7119 -1.7076
H 0.5931 1.7369 -5.2739
H -0.6998 0.6292 -5.7939
H 0.9545 0.0315 -5.6296
N 2.4229 -1.0172 0.2344
C 2.4249 0.1639 1.0472
C 1.8445 0.1404 2.3113
C 1.7709 1.2952 3.0784
C 2.2858 2.4855 2.5879
C 2.8848 2.5117 1.3379
C 2.9641 1.3555 0.5708
S 1.9935 4.0254 3.4873
O 0.6899 4.4200 2.9526
O 1.9621 3.6403 4.8850
O 3.0823 4.8985 3.0973
H 3.2348 -1.0432 -0.3694
H 2.4261 -1.8470 0.8120
H 1.4893 -0.8037 2.7139
H 1.3459 1.2892 4.0748
H 3.3052 3.4499 0.9954
H 3.4683 1.3730 -0.3900
C 0.1146 -5.2245 1.2160
As -0.9479 -3.7264 0.6194
C -2.6694 -4.4528 0.1360
C -1.2264 -2.5215 2.0972
O -0.2434 -2.9920 -0.6678
H -0.3484 -5.7223 2.0666
H 1.1089 -4.8763 1.4866
H 0.1988 -5.9218 0.3850
H -3.1737 -4.8848 0.9992
H -2.4995 -5.2255 -0.6118
H -3.2825 -3.6676 -0.3003
H -1.5641 -3.0667 2.9771
H -1.9797 -1.7926 1.8001
H -0.3051 -1.9893 2.3196



# 2
The ion C6H12N with charge +1, computed with ωB97M-V/def2-TZVPD.

* HOMO level: -13.42 eV
* molecular weight: 98.17 g/mol
* relative energy (zero: lowest compared OMol25 entry of this formula, charge and spin): 95.9 kcal/mol
* net charge: +1

CARTESIAN COORDINATES (ANGSTROEM)
C 0.3594 0.1383 -0.2258
C -0.0089 0.9079 -1.2369
C 1.7244 0.7926 -0.0878
C -0.9306 2.0847 -1.4352
C 0.7028 -1.5990 1.3923
C -1.4363 -1.3695 0.2574
N -0.0756 -0.8994 0.4255
H 2.5441 0.1666 -0.0258
H 1.5176 1.3823 0.8578
H 1.8236 1.4080 -0.9252
H -0.6222 2.7891 -0.6676
H -1.9117 1.7550 -1.2922
H -1.0240 2.5265 -2.4900
H 0.0404 -2.1953 2.0169
H 1.4704 -2.3015 0.8913
H 1.2761 -0.9668 2.0989
H -1.3737 -2.4170 0.3033
H -2.2465 -1.0808 0.9399
H -1.8294 -1.1218 -0.7968



# 3
A structure of composition C6H10O, computed with ωB97M-V/def2-TZVPD.

* HOMO level: -8.91 eV
* molecular weight: 98.14 g/mol
* relative energy (zero: lowest compared OMol25 entry of this formula, charge and spin): 109.5 kcal/mol

CARTESIAN COORDINATES (ANGSTROEM)
C -1.9608 -0.1069 0.3743
C -0.5256 -0.2200 0.8385
O -0.1669 -1.6068 1.0321
C 1.4056 -1.0713 0.1062
C 0.7691 -0.8670 -1.2156
C 0.5659 0.1630 -0.1377
C 1.0888 1.5687 -0.2662
H -2.2286 0.9469 0.2338
H -2.0997 -0.6340 -0.5745
H -2.6403 -0.5428 1.1141
H -0.3883 0.3300 1.7824
H 1.0345 -1.6507 1.1514
H 1.4693 -0.5568 -1.9910
H -0.0002 -1.5583 -1.5494
H 0.3645 2.2115 -0.7803
H 1.2906 2.0010 0.7206
H 2.0221 1.5934 -0.8387



# 4
A cluster of 2 separate species, CH2ClNO2 in total, computed with ωB97M-V/def2-TZVPD.

* HOMO level (alpha / beta): -8.71 / -9.10 eV
* molecular weight: 95.48 g/mol
* relative energy (zero: lowest compared OMol25 entry of this formula, charge and spin): 105.4 kcal/mol

CARTESIAN COORDINATES (ANGSTROEM)
C 1.5074 0.1322 0.2569
N -1.1990 -0.1580 -0.1106
O 0.6659 0.9703 0.2793
O -0.6431 -1.2435 0.2811
Cl 3.1987 0.1778 0.0198
H -1.3773 -0.0248 -1.1129
H -2.1526 0.1459 0.3863



# 5
A cluster of 2 separate species, CH7N3 in total, computed with ωB97M-V/def2-TZVPD.

* SMILES: [H]/N=C/N.N
* HOMO level: -9.49 eV
* molecular weight: 61.09 g/mol
* relative energy (zero: lowest compared OMol25 entry of this formula, charge and spin): 15.4 kcal/mol

CARTESIAN COORDINATES (ANGSTROEM)
N -3.0176 1.6380 -0.8171
H -3.3185 1.9483 0.1317
H -2.0896 1.2115 -0.8521
H -3.6422 0.8808 -1.0773
N 1.3007 0.1633 0.6213
C 1.9423 -1.0766 0.4749
N 1.4786 -2.2473 0.4117
H 1.7503 1.0224 0.4314
H 0.3352 0.2209 0.5079
H 3.0048 -0.9583 0.1861
H 2.2561 -2.8029 -0.0186



# 6
A structure of composition C41H39Cl2FeN3O4SSi2, computed with ωB97M-V/def2-TZVPD.

* multiplicity: 5
* HOMO level (alpha / beta): -1.27 / -1.29 eV
* molecular weight: 852.77 g/mol
* net charge: -2

CARTESIAN COORDINATES (ANGSTROEM)
Fe 12.6649 11.1037 12.0639
S 14.0433 6.6305 11.3825
C 12.7139 6.7865 10.2255
C 12.1123 5.8597 9.4291
C 11.0802 6.1869 8.6144
C 10.5252 7.5544 8.6777
C 11.1425 8.5150 9.4238
C 12.2402 8.1280 10.2892
N 12.8451 8.8900 11.2380
C 13.7815 8.2916 11.9229
C 14.6843 9.0363 12.9160
C 15.7975 8.4205 13.5716
C 16.5014 9.1811 14.4139
C 16.2187 10.4957 14.6875
C 15.0903 11.0365 14.1116
C 14.3141 10.2909 13.1928
H 12.3522 4.7928 9.6011
H 10.6420 5.4228 8.0101
H 9.5015 7.8501 8.2001
H 10.8075 9.5795 9.6522
H 16.0866 7.3515 13.4134
H 17.4023 8.7318 14.8965
H 16.9129 11.1618 15.1844
H 14.8289 12.0957 14.1913
Cl 11.9544 15.7863 13.8869
C 11.5587 14.2783 14.6811
C 10.9959 14.3725 15.9738
C 10.5834 13.1792 16.5140
Cl 9.7038 13.2717 18.0123
C 10.7065 11.9264 15.9351
C 10.2875 10.6929 16.5506
C 10.5061 9.5363 15.8252
C 11.1988 9.5780 14.5800
N 11.5718 10.7348 13.9963
C 11.2822 11.8381 14.6917
C 11.7053 13.0515 13.9942
O 12.3034 12.9012 12.8928
H 10.8308 15.3115 16.4104
H 9.7179 10.7157 17.4254
H 10.1548 8.6148 16.2446
H 11.5184 8.6096 14.1371
C 16.8795 11.5075 7.7180
Si 15.3828 10.9797 8.8166
C 13.9251 10.8009 7.6774
C 15.6729 9.2298 9.4251
C 15.1747 12.2806 10.0801
C 13.9532 13.0216 9.9989
C 13.8947 14.4086 9.7771
C 12.8157 15.1234 9.4059
C 11.5954 14.4405 9.4261
C 11.5970 13.0985 9.8308
N 12.7019 12.4008 10.1706
Si 16.5818 12.9519 10.9724
C 17.8173 14.2327 10.1085
C 17.7251 11.4727 11.4148
C 16.0381 14.0876 12.3986
H 17.1222 10.7303 6.9651
H 17.7171 11.6994 8.3990
H 16.5637 12.5258 7.2221
H 14.1636 10.1255 6.8181
H 13.7131 11.7298 7.0978
H 12.9976 10.4964 8.1638
H 16.3727 9.1430 10.2516
H 15.9261 8.5817 8.5738
H 14.7289 8.9308 9.8445
H 14.8344 14.9421 9.8362
H 12.7751 16.1928 9.2670
H 10.7041 14.9490 9.2829
H 10.6307 12.6552 10.0094
H 17.3166 15.1525 9.7906
H 18.3205 13.8206 9.2610
H 18.4631 14.5230 10.9106
H 17.8284 10.9566 10.5052
H 17.2190 10.8391 12.0894
H 18.6848 11.7542 11.7204
H 15.8627 13.5660 13.3874
H 15.0618 14.6379 12.2147
H 16.8570 14.8568 12.5439
O 7.6068 9.1508 13.9947
C 7.7974 10.4859 14.1620
C 7.1002 11.1664 15.1653
C 7.2910 12.5330 15.2737
C 8.0361 13.2353 14.3391
C 8.5784 12.5820 13.2626
C 8.5068 11.1931 13.1688
C 9.3607 10.4393 12.1167
O 9.0565 9.2101 11.9529
O 10.2829 11.0663 11.5627
H 8.1142 8.9713 13.0714
H 6.5395 10.6387 15.9046
H 6.7438 13.0702 15.9847
H 8.1411 14.2807 14.4565
H 9.1080 13.1572 12.5683



# 7
A structure of composition C30H44BF2N2O10ReS3Si3, computed with ωB97M-V/def2-TZVPD.

* multiplicity: 4
* HOMO level (alpha / beta): -5.23 / -5.57 eV
* molecular weight: 1008.16 g/mol
* relative energy (zero: lowest compared OMol25 entry of this formula, charge and spin): 90.9 kcal/mol
* net charge: -1

CARTESIAN COORDINATES (ANGSTROEM)
Re -0.2303 0.0854 0.1095
C 1.7965 0.1055 3.8711
Si 0.1385 -0.6679 3.4572
C -0.1212 -2.0110 4.7569
C -1.2099 0.5899 3.8821
C -0.0246 -1.3620 1.7078
Si 1.5644 -2.3629 1.2326
C 1.2430 -3.4738 -0.2532
C 3.1179 -1.3214 1.1510
C 2.0278 -3.6294 2.5708
Si -1.5291 -2.4688 1.6094
C -1.3513 -4.2748 2.0670
C -3.0119 -1.8582 2.5825
C -2.0798 -2.3033 -0.1764
C -2.9108 -3.1627 -0.8160
C -3.4847 -2.7675 -2.0727
C -3.2401 -1.5519 -2.5855
C -2.2815 -0.6348 -1.9416
N -1.7187 -1.0806 -0.7022
H 1.6832 0.7620 4.7410
H 2.2005 0.6911 3.0434
H 2.5311 -0.6630 4.1272
H -0.0567 -1.5504 5.7502
H 0.6335 -2.7942 4.7015
H -1.1056 -2.4823 4.6767
H -0.8348 1.3223 4.6037
H -2.0744 0.0926 4.3282
H -1.5667 1.1420 3.0130
H 0.4266 -3.1204 -0.8851
H 1.0264 -4.4924 0.0721
H 2.1417 -3.4894 -0.8790
H 2.9395 -0.2864 0.8532
H 3.7923 -1.7538 0.4072
H 3.6172 -1.3216 2.1189
H 1.1858 -4.2253 2.9259
H 2.5148 -3.1676 3.4361
H 2.7526 -4.3173 2.1165
H -1.0361 -4.3847 3.1087
H -0.6364 -4.8031 1.4346
H -2.3276 -4.7609 1.9637
H -2.8969 -1.9834 3.6628
H -3.8836 -2.4372 2.2619
H -3.2137 -0.8065 2.3727
H -3.1682 -4.1084 -0.3548
H -4.1671 -3.4371 -2.5839
H -3.6923 -1.1983 -3.5041
H -2.6820 0.3776 -1.8461
O -1.1238 -0.4487 -2.9658
S -0.5938 1.0072 -3.0778
O -1.5089 1.8621 -3.7702
O -0.2253 1.4801 -1.7321
C 0.7719 0.6616 -4.1537
C 0.5226 0.9781 -5.4838
C 1.3983 0.5435 -6.4639
C 2.4954 -0.2257 -6.1179
C 2.7522 -0.5282 -4.7885
C 1.9090 -0.0755 -3.7854
S 2.4768 -0.3191 -2.0937
O 2.9239 0.9793 -1.6812
O 3.4727 -1.3583 -2.1850
O 1.2562 -0.8031 -1.3672
H -0.3643 1.5436 -5.7309
H 1.2088 0.7927 -7.5007
H 3.1636 -0.5906 -6.8882
H 3.6158 -1.1072 -4.4927
F -3.1105 0.9286 0.9283
B -1.8312 1.3130 0.7826
F -1.6845 2.6472 0.9236
C 6.8366 0.0843 1.3464
C 6.2286 1.3605 1.8601
C 5.9655 2.4130 0.9819
C 5.3619 3.5737 1.4239
C 5.0144 3.6897 2.7674
C 5.2727 2.6613 3.6601
C 5.8862 1.5042 3.1993
S 4.1091 5.1047 3.3040
O 4.0146 5.0409 4.7370
O 4.6529 6.2624 2.6561
N 2.5899 4.8890 2.7181
C 1.8508 3.7539 3.3229
C 0.8138 3.1856 2.3607
C 1.4153 2.6227 1.0822
O 2.1143 3.3351 0.3913
O 1.1890 1.3499 0.8167
H 7.6598 0.2916 0.6605
H 6.0897 -0.4903 0.7976
H 7.2117 -0.5346 2.1617
H 6.2130 2.3034 -0.0678
H 5.1457 4.3839 0.7386
H 4.9942 2.7785 4.6995
H 6.0922 0.6950 3.8913
H 2.6371 4.7333 1.7061
H 1.3449 4.1046 4.2200
H 2.5434 2.9640 3.6290
H 0.1213 3.9713 2.0534
H 0.2559 2.4154 2.8819



# 8
A structure of composition C4H5O2Tb, computed with ωB97M-V/def2-TZVPD.

* multiplicity: 8
* HOMO level (alpha / beta): -12.09 / -13.27 eV
* molecular weight: 244.01 g/mol
* relative energy (zero: lowest compared OMol25 entry of this formula, charge and spin): 40.8 kcal/mol
* net charge: +1

CARTESIAN COORDINATES (ANGSTROEM)
H -0.3213 3.7607 -0.1437
O -1.6925 0.5320 0.3640
C -0.4799 -1.3938 -0.0594
C 0.7795 -1.3715 0.1908
C -1.6910 -0.7843 -0.1052
C 1.9944 -0.5962 0.0721
O 1.7470 0.6814 -0.2827
Tb 0.0845 1.8698 -0.1373
H -2.5804 0.8940 0.4693
H 2.7336 -0.7806 0.8711
H -2.6138 -1.1314 -0.5652
H 2.0398 -1.6800 -0.6737



# 9
A structure of composition C38H44N5O6S7SbSiTc, computed with ωB97M-V/def2-TZVPD.

* HOMO level: -10.94 eV
* molecular weight: 1139.11 g/mol
* relative energy (zero: lowest compared OMol25 entry of this formula, charge and spin): 22.4 kcal/mol
* net charge: +1

CARTESIAN COORDINATES (ANGSTROEM)
Tc -0.1517 0.2313 -0.2286
C 1.0180 -1.3019 -1.3484
Si 2.6907 -0.8861 -2.1700
C 3.2567 0.3876 -0.8465
N 2.2672 1.4068 -0.5741
C 2.5383 2.0344 0.7258
C 3.7473 2.9778 0.6656
C 3.5518 4.0746 -0.3942
C 2.2781 3.8365 -1.2041
C 2.2317 2.3870 -1.6784
C 2.3943 -0.3890 -3.9728
C 3.2359 0.4733 -4.6752
C 3.0003 0.7797 -6.0037
C 1.9204 0.2196 -6.6662
C 1.0915 -0.6654 -5.9976
C 1.3303 -0.9657 -4.6701
C 3.9586 -2.2910 -2.0393
C 4.5693 -2.8266 -3.1747
C 5.5393 -3.8065 -3.0660
C 5.9163 -4.2724 -1.8173
C 5.3168 -3.7579 -0.6783
C 4.3458 -2.7806 -0.7879
H 1.2400 -2.0776 -0.6135
H 0.4496 -1.7985 -2.1332
H 4.2072 0.8408 -1.1369
H 3.4276 -0.1834 0.0666
H 2.7219 1.2440 1.4566
H 1.6709 2.6057 1.0540
H 4.6485 2.4035 0.4496
H 3.8709 3.4191 1.6558
H 4.4028 4.0925 -1.0748
H 3.5005 5.0534 0.0783
H 2.2561 4.4902 -2.0778
H 1.4024 4.0772 -0.6031
H 3.0977 2.2168 -2.3264
H 1.3428 2.2061 -2.2847
H 4.0974 0.9024 -4.1839
H 3.6612 1.4555 -6.5262
H 1.7282 0.4645 -7.6992
H 0.2577 -1.1241 -6.5087
H 0.6837 -1.6699 -4.1718
H 4.2816 -2.4604 -4.1493
H 6.0026 -4.2076 -3.9551
H 6.6760 -5.0332 -1.7287
H 5.6085 -4.1183 0.2966
H 3.8888 -2.3897 0.1097
S -5.5323 0.1824 -1.0829
Sb -3.7993 -0.8654 -0.0901
S -2.4555 0.6208 1.3457
S -1.6941 -1.1481 -1.3480
S -4.2635 -3.0451 0.9687
C -5.1530 1.2084 3.3313
C -4.3993 -0.0578 3.1021
C -2.9117 0.0718 3.0505
C -2.1917 -1.1933 3.3323
C -2.7861 -2.3645 3.1597
C -4.1999 -2.5037 2.7543
C -4.9764 -1.2529 2.9550
S -1.8919 -3.8800 3.5354
O -0.8626 -3.5178 4.4586
O -2.8539 -4.8771 3.8713
N -1.1709 -4.4010 2.1302
C -0.3580 -3.5171 1.3255
C 0.8569 -2.9836 2.0977
C 1.2388 -1.5616 1.7086
O 2.3741 -1.1370 1.7912
O 0.2480 -0.8129 1.3149
H -4.9883 1.5536 4.3531
H -6.2193 1.0619 3.1844
H -4.7974 1.9899 2.6580
H -2.5455 0.9017 3.6576
H -1.1623 -1.1374 3.6507
H -4.6553 -3.3626 3.2569
H -6.0501 -1.3421 3.0118
H -1.8186 -4.9587 1.5956
H -0.9579 -2.6655 0.9562
H -0.0265 -4.0745 0.4447
H 1.7310 -3.6232 1.9674
H 0.6174 -2.9857 3.1681
N 3.0405 7.3962 2.2784
C 2.0569 6.4646 2.2295
C 1.0065 6.5772 1.3054
C 0.0769 5.5704 1.1756
C 0.1898 4.4370 1.9651
C 1.1828 4.3306 2.9260
C 2.1053 5.3399 3.0688
S -0.9126 3.0798 1.7415
O -2.2516 3.5356 1.5033
O -0.6900 2.1046 2.7739
N -0.3877 2.3418 0.3369
C -0.9280 2.6302 -0.8403
S -1.7694 4.0049 -1.4275
C -1.8777 3.2096 -2.9718
C -1.3020 1.9903 -2.9408
N -0.7705 1.6594 -1.7269
H 2.9265 8.2714 1.7984
H 3.6828 7.3794 3.0502
H 0.9258 7.4648 0.6985
H -0.7382 5.6599 0.4746
H 1.2069 3.4517 3.5496
H 2.8644 5.2733 3.8327
H -2.3517 3.7060 -3.7916
H -1.2489 1.2826 -3.7463



# 10
A cluster of 2 separate species, C2H10N4 in total, computed with ωB97M-V/def2-TZVPD.

* SMILES: [H]/N=C/N.NCN
* HOMO level: -9.20 eV
* molecular weight: 90.13 g/mol
* relative energy (zero: lowest compared OMol25 entry of this formula, charge and spin): 30.0 kcal/mol

CARTESIAN COORDINATES (ANGSTROEM)
N 0.0223 -0.0166 -6.5531
C 0.8841 0.8898 -5.7239
N 2.0100 0.1939 -5.1217
H 0.2653 0.1517 -7.5292
H 0.4570 -0.9308 -6.4009
H 1.0283 1.8063 -6.2933
H 0.2399 1.2225 -4.8973
H 1.6425 -0.1958 -4.2760
H 2.9292 0.5516 -5.2849
N -0.4451 0.1627 7.0521
C -0.8938 -0.6927 6.0153
N -2.1279 -0.6984 5.7262
H 0.5609 0.2620 7.0307
H -0.8473 1.0738 6.8553
H -0.1522 -1.3633 5.5823
H -2.2927 -1.2666 4.8996



# 11
A cluster of 6 separate species, H12O6 in total, computed with ωB97M-V/def2-TZVPD.

* SMILES: O.O.O.O.O.O
* HOMO level: -10.02 eV
* molecular weight: 108.09 g/mol
* relative energy (zero: lowest compared OMol25 entry of this formula, charge and spin): 72.4 kcal/mol

CARTESIAN COORDINATES (ANGSTROEM)
H 0.7484 -1.0189 0.4915
H -0.3459 -2.0077 0.8439
H 3.7175 2.2498 -1.0536
H 2.6181 1.4505 -1.8241
H 4.1666 -0.7369 0.1602
H 4.8425 -2.2099 0.2131
H -3.3938 -0.3283 -1.6268
H -4.2824 -1.3599 -0.9785
H -1.7068 -0.0301 0.1453
H -3.2027 0.4961 0.2941
H -1.3259 1.1779 2.8108
H -1.8951 1.5692 1.4789
O 0.1476 -1.6034 0.0258
O 2.8308 2.3340 -1.3794
O 4.9809 -1.2280 0.0238
O -4.3594 -0.4605 -1.2602
O -2.5544 0.3012 -0.3262
O -0.9863 1.4049 1.9614



# 12
A cluster of 4 separate species, H8O4 in total, computed with ωB97M-V/def2-TZVPD.

* multiplicity: 2
* HOMO level (alpha / beta): 0.57 / -7.47 eV
* molecular weight: 72.06 g/mol
* relative energy (zero: lowest compared OMol25 entry of this formula, charge and spin): 1.2 kcal/mol
* net charge: -1

CARTESIAN COORDINATES (ANGSTROEM)
O 1.1961 -0.2108 -0.8828
H 0.8893 -0.7293 -1.6267
H 2.1451 -0.1638 -0.9982
O 1.7946 -0.8581 2.0109
H 1.2965 -0.6050 1.2338
H 2.3579 -1.5723 1.7129
O -2.7623 -0.5123 0.1171
H -2.3747 0.3273 -0.1301
H -2.9522 -0.9436 -0.7160
O -0.8841 1.5967 -0.2832
H -0.6685 2.5215 -0.1631
H -0.0377 1.1498 -0.2744



In order of appearance, DFT total energy = -4424.8571, -290.1690, -309.6679, -704.5525, -206.5400, -5212.4175, -4397.7258, -1129.8653, -5597.2690, -301.1804, -458.5572, -305.7327 hartree.
In order of appearance, maximum force = 1.45, 4.58, 0.34, 4.52, 2.94, 3.71, 1.20, 4.29, 2.21, 2.06, 6.56, 1.53 eV/Å.